(1)
Below is a cluster of 15 separate species, C18H62F3O16 in total in a non-equilibrium geometry, with properties calculated with ωB97M-V/def2-TZVPD.

Geometry (Å):
C  -0.6942  -1.0979  -2.2654
O  -0.4045  0.1343  -1.5506
O  -1.4401  -0.7246  -3.3473
C  0.5612  -2.0155  -2.4960
F  0.9701  -2.5829  -1.3363
F  0.2069  -2.9970  -3.3506
F  1.5910  -1.3768  -3.0112
C  0.0059  -0.0483  -0.1751
C  0.1754  1.3758  0.3436
H  1.1992  1.6918  0.1434
H  -0.5420  2.0471  -0.1284
H  0.0812  1.4821  1.4243
H  0.9176  -0.6295  -0.0366
H  -0.7339  -0.5995  0.4054
H  -1.4408  -1.6103  -1.6586
C  2.4934  5.9427  4.3413
O  2.3946  5.3317  5.6373
H  2.3352  5.2790  3.4912
H  1.7085  6.6982  4.3051
H  3.5125  6.3292  4.3316
H  1.5236  4.9366  5.7197
C  0.4748  4.2333  -3.7971
O  -0.6730  3.5275  -4.2131
H  0.2057  4.8651  -2.9507
H  1.2459  3.5387  -3.4638
H  0.8188  4.9667  -4.5264
H  -0.7783  2.7685  -3.6348
C  -3.3303  7.7040  0.5485
O  -4.3570  6.9462  1.1811
H  -3.1757  8.6370  1.0905
H  -2.3753  7.2064  0.3800
H  -3.6139  8.1405  -0.4091
H  -4.0326  6.6451  2.0330
C  -2.5902  2.3959  7.5554
O  -1.4700  2.5183  6.6399
H  -2.1672  2.3101  8.5563
H  -3.1022  3.3560  7.4916
H  -3.2741  1.5991  7.2631
H  -1.1341  1.6254  6.5329
C  -1.8110  -5.0304  2.3075
O  -0.6999  -4.3391  2.8587
H  -2.6801  -4.3735  2.3450
H  -1.6478  -5.4162  1.3012
H  -1.9692  -5.9120  2.9287
H  0.0588  -4.9257  2.9010
C  -4.7028  -0.5237  3.6170
O  -5.4174  -0.8897  2.4607
H  -4.4272  0.5307  3.6377
H  -5.1946  -0.7464  4.5640
H  -3.7465  -1.0412  3.6929
H  -5.7584  -1.7869  2.4814
C  3.8336  -4.5156  2.5174
O  3.5150  -5.9154  2.5709
H  4.9099  -4.4698  2.6832
H  3.7073  -4.1691  1.4917
H  3.2773  -3.8847  3.2107
H  3.9589  -6.4148  1.8815
C  -5.2147  -4.9384  -2.8457
O  -5.2936  -3.7032  -3.6011
H  -5.9596  -5.5813  -3.3146
H  -4.2644  -5.4466  -3.0095
H  -5.4909  -4.7436  -1.8095
H  -4.4299  -3.2944  -3.5084
C  6.3102  -4.8644  -3.6282
O  7.0738  -4.8102  -4.8497
H  5.6841  -3.9751  -3.5556
H  5.6931  -5.7620  -3.5898
H  6.9786  -4.9267  -2.7695
H  7.6845  -4.0985  -4.6444
C  -5.6616  2.3543  -1.9446
O  -5.0539  2.0916  -3.1797
H  -5.7037  3.4285  -1.7651
H  -6.6545  1.9072  -1.8973
H  -5.0172  1.9428  -1.1677
H  -4.4918  1.3444  -2.9620
C  5.3458  0.2985  -1.2622
O  5.4443  1.1890  -0.2067
H  5.0794  -0.7181  -0.9728
H  4.5656  0.6421  -1.9414
H  6.2092  0.2471  -1.9255
H  5.4797  2.1145  -0.4589
C  0.3051  -8.6375  -3.6884
O  0.0537  -10.0518  -3.7765
H  -0.1048  -8.0938  -4.5396
H  0.0673  -8.2442  -2.7001
H  1.3786  -8.4525  -3.7262
H  0.8282  -10.4521  -3.3746
C  -2.1653  7.3423  5.9190
O  -2.5872  6.2198  5.1309
H  -2.5480  7.3314  6.9396
H  -1.0950  7.5259  6.0132
H  -2.5693  8.2761  5.5281
H  -2.0884  5.4614  5.4433
C  5.7063  0.8354  -6.5389
O  6.9355  0.4483  -6.9342
H  5.0923  1.4057  -7.2360
H  5.0948  -0.0143  -6.2353
H  5.7323  1.6084  -5.7708
H  7.3541  0.0676  -6.1587

Output
- net charge = -1
- E (eV) = -60575.6555
- strongest force on any atom (eV/Å) = 4.39
- E_LUMO (eV) = 1.61
- highest occupied orbital energy (eV) = -3.54

***

(2)
Below is a structure of composition C39H36ClMnN3Si2 in a non-equilibrium geometry, with properties calculated with ωB97M-V/def2-TZVPD.

Geometry (Å):
C  0.9957  -3.1592  3.5936
C  1.7365  -2.9502  2.3763
C  2.3102  -1.6279  2.4345
H  1.9288  -3.6931  1.6108
C  1.9043  -1.0251  3.6854
C  1.1010  -1.9805  4.3961
H  0.7155  -1.8630  5.4076
H  0.5237  -4.0903  3.9014
H  3.0047  -1.2202  1.7154
H  2.2574  -0.0777  4.0765
Mn  0.1551  -1.4724  2.4807
Si  -1.8475  0.2052  -1.7837
C  -0.8266  -0.9182  -2.9353
C  -0.9882  -0.8773  -4.3196
H  -1.6909  -0.1630  -4.7609
C  -0.2353  -1.7191  -5.1475
H  -0.3436  -1.6424  -6.2319
C  0.6719  -2.6325  -4.5990
H  1.2837  -3.2619  -5.2536
C  0.7525  -2.7492  -3.2077
H  1.4238  -3.4875  -2.7598
C  -0.0550  -1.9483  -2.3964
H  -0.0671  -2.1220  -1.3175
C  -0.3833  0.7267  -0.5132
C  0.8986  0.0973  -0.2494
H  1.2584  -0.7668  -0.7928
C  1.8691  0.8406  0.5366
H  2.9302  0.5777  0.4600
C  1.3803  1.5629  1.6825
H  2.0389  1.7546  2.5422
C  0.0874  2.0277  1.5889
H  -0.3794  2.5921  2.3981
C  -0.6086  1.8734  0.3462
H  -1.4990  2.4858  0.1500
H  -2.4018  -0.3789  -0.5101
Si  1.1113  1.9519  -0.7692
C  1.5491  3.8120  -0.7173
C  2.6379  4.2351  -1.4840
H  3.2183  3.5117  -2.0562
C  2.9786  5.5837  -1.5712
H  3.8132  5.8954  -2.1991
C  2.2245  6.5199  -0.8584
H  2.4632  7.5784  -0.9426
C  1.1643  6.1010  -0.0504
H  0.5885  6.8233  0.5246
C  0.8132  4.7494  0.0126
H  -0.0383  4.4504  0.6246
C  1.4351  1.7837  -2.6661
C  2.4668  0.9720  -3.1144
H  3.1802  0.5322  -2.4086
C  2.6091  0.7316  -4.4878
H  3.4257  0.1004  -4.8437
C  1.6797  1.2522  -5.3916
H  1.7138  0.9589  -6.4456
C  0.6768  2.1149  -4.9402
H  -0.0750  2.5026  -5.6324
C  0.6255  2.4484  -3.5827
H  -0.0751  3.2254  -3.2570
H  -3.0454  -0.5267  -2.0444
Cl  -2.5822  2.0892  -2.2826
N  -2.5258  -3.0011  3.6699
C  -2.2528  -3.4571  2.3746
C  -3.1384  -4.3708  1.7872
C  -2.9342  -4.7495  0.4641
C  -1.7715  -4.2930  -0.1781
C  -0.8608  -3.5218  0.5285
N  -1.1831  -2.9576  1.7290
C  -2.4956  -1.6629  4.0747
C  -3.5113  -1.2376  4.9422
C  -3.6284  0.1222  5.2160
C  -2.6459  0.9863  4.7025
C  -1.5725  0.4623  3.9984
N  -1.5304  -0.8487  3.5971
H  -3.2708  -3.5263  4.1164
H  -4.0063  -4.6801  2.3711
H  -3.6455  -5.3860  -0.0596
H  -1.5594  -4.5295  -1.2224
H  0.1466  -3.3081  0.1586
H  -4.2087  -1.9917  5.3151
H  -4.4522  0.5008  5.8185
H  -2.6982  2.0666  4.8665
H  -0.7149  1.0694  3.7090

Output
- net charge = +1
- spin multiplicity = 5
- E (eV) = -105084.6358
- strongest force on any atom (eV/Å) = 6.85
- ⟨S²⟩ = 6.05
- E_LUMO (spin up / spin down) (eV) = -2.81 / -4.26
- highest occupied orbital energy (spin up / spin down) (eV) = -9.28 / -9.18

***

(3)
Below is a structure of composition C6H10N2 in a non-equilibrium geometry, with properties calculated with ωB97M-V/def2-TZVPD.

Geometry (Å):
C  0.5642  0.0766  0.9443
C  -0.4581  -1.1067  0.3523
C  0.3320  -0.9803  -0.9381
C  0.2378  0.4776  -0.6966
C  -1.2384  0.7012  -0.7358
C  -1.6356  -0.1670  0.1471
H  -0.0494  -0.1417  2.9057
H  -0.3936  1.6724  1.7622
H  1.5152  -0.3739  1.2404
H  -0.9594  -2.0143  0.7283
H  1.2246  -1.4140  -0.9360
H  -0.1766  -1.3372  -1.7453
H  1.8892  -0.0509  -1.6806
H  1.7809  1.9377  -0.9617
H  -1.9157  1.2723  -1.4777
H  -2.5203  -0.5361  0.5321
N  0.5084  0.8531  2.1297
N  1.2949  1.1312  -1.5704

Output
- E (eV) = -9355.4357
- strongest force on any atom (eV/Å) = 6.85
- E_LUMO (eV) = 0.63
- highest occupied orbital energy (eV) = -8.70

***

(4)
Below is the ion C26H37N2O3 with charge +1, with properties calculated with ωB97M-V/def2-TZVPD.

Geometry (Å):
C  2.8602  1.0573  -0.2159
H  3.0929  0.8973  -1.2735
H  3.7749  1.3058  0.3187
H  2.4297  0.1425  0.2047
O  2.0059  2.1622  -0.0373
C  0.7658  2.1164  -0.5735
C  0.2473  1.0507  -1.2825
C  -1.0593  1.0890  -1.7780
C  -1.8347  2.2118  -1.5691
C  -1.3213  3.3004  -0.8761
C  -0.0350  3.2710  -0.3636
O  0.5551  4.2521  0.3448
C  -0.1494  5.4585  0.5745
C  -0.4370  6.2498  -0.6788
C  0.4383  6.1979  -1.7551
C  0.1811  6.9329  -2.8986
C  -0.9470  7.7320  -2.9722
C  -1.8196  7.7926  -1.8986
C  -1.5686  7.0512  -0.7578
H  -2.2511  7.0992  0.0794
H  -2.6987  8.4170  -1.9496
H  -1.1449  8.3091  -3.8625
H  0.8669  6.8864  -3.7312
H  1.3218  5.5798  -1.6908
H  -1.0785  5.2600  1.1262
H  0.5186  6.0322  1.2262
H  -1.9376  4.1744  -0.7493
H  -2.8415  2.2609  -1.9554
C  -1.5949  -0.1244  -2.4868
N  -1.6639  -1.2618  -1.5372
C  -2.6443  -1.0630  -0.4574
H  -2.6257  -0.0141  -0.1566
C  -2.2692  -1.9632  0.7227
H  -3.1655  -2.1887  1.2992
H  -1.5787  -1.4349  1.3822
C  -1.6117  -3.2750  0.2454
C  -0.0894  -3.1232  0.2084
O  0.4397  -2.1463  -0.3341
N  0.6148  -4.0941  0.7695
H  0.1448  -4.8486  1.2464
C  2.0638  -4.0768  0.8653
C  2.5418  -3.6457  2.2532
H  3.6323  -3.6274  2.2376
H  2.1951  -2.6264  2.4384
C  2.0752  -4.5463  3.4044
C  2.5829  -5.9783  3.2515
H  2.1620  -6.4702  2.3774
H  3.6665  -5.9864  3.1637
H  2.3105  -6.5643  4.1253
C  2.5669  -3.9600  4.7267
H  2.2128  -4.5571  5.5628
H  3.6536  -3.9464  4.7532
H  2.2075  -2.9419  4.8576
H  0.9782  -4.5586  3.4284
H  2.4348  -5.0729  0.6206
H  2.4280  -3.3689  0.1182
H  -1.8636  -4.0770  0.9430
C  -2.1626  -3.6531  -1.1393
H  -1.7271  -4.5956  -1.4712
H  -3.2369  -3.8105  -1.0349
C  -1.8853  -2.5663  -2.1888
H  -0.9908  -2.8087  -2.7660
H  -2.7283  -2.4840  -2.8795
H  -3.6402  -1.2973  -0.8410
H  -0.7017  -1.3627  -1.0534
H  -2.5912  0.0663  -2.8926
H  -0.9304  -0.4162  -3.3039
H  0.8561  0.1794  -1.4637

Output
- net charge = +1
- E (eV) = -36680.3717
- strongest force on any atom (eV/Å) = 0.74
- structure (SMILES) = COc1cc(C[N@H+]2CC[C@H](C(=O)NCCC(C)C)CC2)ccc1OCc1ccccc1
- E_LUMO (eV) = -2.08
- highest occupied orbital energy (eV) = -10.61

***

(5)
Below is a structure of composition C22H17N5OOsS3, with properties calculated with ωB97M-V/def2-TZVPD.

Geometry (Å):
Os  -0.2655  -0.1959  0.8442
S  1.5486  -1.1061  2.2880
C  2.4224  -0.7310  0.8543
N  1.6486  -0.2280  -0.0833
C  2.3062  -0.0314  -1.2866
C  1.7737  0.4508  -2.4792
C  2.6093  0.5759  -3.5730
C  3.9613  0.2351  -3.4943
C  4.5014  -0.2435  -2.3148
C  3.6616  -0.3774  -1.2171
S  4.0602  -0.9688  0.3775
H  0.7301  0.7241  -2.5502
H  2.2090  0.9483  -4.5066
H  4.5941  0.3458  -4.3639
H  5.5478  -0.5097  -2.2505
O  -0.3165  1.3415  2.2818
N  -0.6543  0.9268  3.5112
C  -0.2709  1.7090  4.5415
C  -0.6396  1.4092  5.8233
C  -1.4234  0.2766  6.0504
C  -1.7939  -0.5111  4.9874
C  -1.3968  -0.1897  3.6870
S  -1.8204  -1.1375  2.3013
H  0.3327  2.5550  4.2520
H  -0.3147  2.0471  6.6311
H  -1.7280  0.0133  7.0537
H  -2.3906  -1.4013  5.1261
N  -1.9500  -0.3130  -1.9653
C  -1.6855  0.9882  -1.5869
C  -2.2175  2.0100  -2.3820
C  -1.9012  3.3151  -2.0959
C  -1.0586  3.5945  -1.0219
C  -0.6104  2.5498  -0.2580
N  -0.9277  1.2611  -0.5209
C  -1.4649  -1.5590  -1.5883
C  -1.8648  -2.6472  -2.3701
C  -1.4108  -3.9074  -2.0646
C  -0.5491  -4.0705  -0.9845
C  -0.1991  -2.9588  -0.2620
N  -0.6519  -1.7159  -0.5418
H  -2.5614  -0.3675  -2.7634
H  -2.8527  1.7593  -3.2211
H  -2.2961  4.1138  -2.7091
H  -0.7692  4.6043  -0.7740
H  0.0156  2.7037  0.6073
H  -2.5275  -2.4838  -3.2098
H  -1.7174  -4.7542  -2.6631
H  -0.1576  -5.0371  -0.7059
H  0.4652  -3.0125  0.5902

Output
- net charge = +1
- spin multiplicity = 2
- E (eV) = -67557.1836
- strongest force on any atom (eV/Å) = 0.59
- ⟨S²⟩ = 0.76
- E_LUMO (spin up / spin down) (eV) = -2.64 / -3.59
- highest occupied orbital energy (spin up / spin down) (eV) = -10.10 / -10.41

***

(6)
Below is a cluster of 2 separate species, C3H7NO in total in a non-equilibrium geometry, with properties calculated with ωB97M-V/def2-TZVPD.

Geometry (Å):
O  3.6900  -0.2808  2.2424
C  3.5955  0.0842  1.0882
H  4.3045  -0.3730  0.4325
H  2.8109  0.7814  0.8098
C  -1.7223  -0.8374  -1.4356
C  -1.7745  -0.3460  -0.1862
N  -2.1392  1.0013  0.0127
H  -1.6455  -0.2165  -2.3094
H  -1.6453  -1.9143  -1.4643
H  -1.7264  -0.8491  0.7745
H  -1.9781  1.5549  -0.8274
H  -1.7696  1.3953  0.8628

Output
- E (eV) = -6760.1280
- strongest force on any atom (eV/Å) = 2.55
- structure (SMILES) = C=CN.C=O
- E_LUMO (eV) = 0.71
- highest occupied orbital energy (eV) = -8.39

***

(7)
Below is a cluster of 2 separate species, C4H5ClN2O in total in a non-equilibrium geometry, with properties calculated with ωB97M-V/def2-TZVPD.

Geometry (Å):
C  0.9298  0.6858  -2.7365
C  -1.3884  0.2519  0.3885
C  1.0591  0.3539  -0.4159
C  -0.0726  -0.4582  0.1083
N  -0.1823  0.6467  -2.4499
N  2.1970  0.5815  -0.0348
O  3.3025  1.0022  0.0026
Cl  -0.2688  -1.9510  -0.7989
H  -1.7343  0.7206  -0.5207
H  -1.3220  0.8816  1.2420
H  -2.3259  -0.4125  0.5517
H  2.0199  0.6193  -3.2128
H  0.2412  -0.9082  1.0543

Output
- E (eV) = -21774.0906
- strongest force on any atom (eV/Å) = 5.04
- structure (SMILES) = C[C@@H](Cl)C#[N+][O-].C#N
- E_LUMO (spin up / spin down) (eV) = 0.54 / 0.54
- highest occupied orbital energy (spin up / spin down) (eV) = -9.36 / -9.36

***

(8)
Below is a cluster of 2 separate species, C2H6N3 in total in a non-equilibrium geometry, with properties calculated with ωB97M-V/def2-TZVPD.

Geometry (Å):
C  -0.8637  -0.6728  1.5405
C  0.0024  -0.2040  -1.7388
N  -0.8268  1.9149  -0.5707
N  -1.8446  1.4685  -1.0713
N  -0.7501  0.5072  -0.7134
H  -1.7196  -0.0839  1.8554
H  -1.0187  -1.6029  1.0694
H  0.0148  -0.5072  2.1576
H  -0.1918  -1.2525  -1.5927
H  -0.4517  0.3048  -2.7045
H  1.0775  -0.0434  -1.4672

Output
- net charge = +1
- spin multiplicity = 3
- E (eV) = -6625.1098
- strongest force on any atom (eV/Å) = 3.66
- ⟨S²⟩ = 2.01
- E_LUMO (spin up / spin down) (eV) = -6.90 / -9.64
- highest occupied orbital energy (spin up / spin down) (eV) = -13.20 / -17.79